Record 1
ORCA calculation (ωB97M-V with the def2-TZVPD basis set) on a molecular structure, C11H35NO9Pt2 at a distorted geometry.

Output
Kohn-Sham gap (spin up / spin down) = 0.179 / 0.110 hartree
Charge = +1
Multiplicity = 6
Highest occupied orbital energy (spin up / spin down) = -10.31 / -10.31 eV
LUMO level (spin up / spin down) = -0.200 / -0.269 Ha
DFT total energy = -1409.94310 hartree

Last column: Löwdin spin population.
CARTESIAN COORDINATES (ANGSTROEM)
Pt -3.28455 3.36766 4.17302  2.5047
Pt -2.89479 -0.01619 3.58625  1.4155
O -1.50234 1.80689 3.59146  0.3617
C -0.27743 1.28239 2.95277  0.0352
C 0.10698 -0.17041 3.29264  0.0272
O -0.92165 -1.17585 3.28770  0.3703
H 0.51348 2.02979 2.88989  0.0033
H -0.45728 1.21442 1.87986  0.0001
H 0.68020 -0.12396 4.21857  -0.0006
H 0.82452 -0.49477 2.53897  0.0102
C 1.71994 0.52138 -5.09578  0.0000
C 0.60726 0.13800 -4.04049  0.0000
C -0.02812 -1.14144 -4.71667  0.0000
C -0.85002 -2.01528 -3.69406  0.0000
C -0.15495 -2.18323 -2.36799  0.0000
C 0.51170 -0.96421 -1.74249  0.0001
N 1.17477 -0.13303 -2.80466  0.0001
O 2.01697 0.84170 -2.33388  0.0000
C -0.55141 -0.15634 -0.94026  0.0004
C 1.55294 -1.57294 -0.73315  0.0002
C -0.53010 1.23805 -4.07921  0.0000
H 1.98226 1.56944 -4.95138  0.0000
H 1.49322 0.37279 -6.15153  0.0000
H 2.51820 -0.13692 -4.75294  0.0000
H -0.66933 -0.88989 -5.56145  0.0000
H 0.83753 -1.71565 -5.04689  0.0000
H -1.23655 -2.87532 -4.24089  0.0000
H -1.76170 -1.43235 -3.56316  0.0000
H 0.65360 -2.89732 -2.52426  0.0000
H -0.84537 -2.67817 -1.68502  0.0000
H -0.18280 0.82140 -0.63002  0.0001
H -1.43445 0.26240 -1.42295  0.0001
H -0.81235 -0.76422 -0.07395  0.0002
H 1.25132 -2.44571 -0.15402  0.0000
H 2.46049 -1.88656 -1.24899  0.0000
H 1.77852 -0.75976 -0.04325  0.0001
H -1.45890 1.05464 -3.53903  0.0000
H -0.96713 1.46526 -5.05157  0.0000
H -0.12939 2.08878 -3.52805  0.0000
H 2.84537 0.53572 -2.71035  0.0000
O 2.41057 3.72784 3.26298  0.0003
H 1.71544 3.12436 3.00061  0.0000
H 3.17514 3.16839 3.39964  0.0000
O -3.18714 -0.16132 1.37497  0.0663
H -3.88663 0.02798 0.74958  0.0046
H -2.39271 -0.19890 0.84233  0.0005
O 1.41256 1.52773 6.01531  0.0003
H 0.57998 1.49410 5.54423  0.0001
H 1.26087 1.01280 6.80781  0.0000
O -2.80967 3.98886 2.02468  0.1843
H -2.06973 3.41064 1.83928  0.0021
H -3.21140 4.14604 1.17020  0.0063
O 1.23286 -2.32296 5.46118  0.0008
H 0.41757 -2.03625 5.04967  -0.0001
H 1.65199 -2.87720 4.80286  0.0000
O -0.42381 -3.45334 1.54122  0.0047
H -0.45582 -2.57372 1.91735  0.0006
H 0.00106 -3.98638 2.21322  0.0001

---

Record 2
ORCA calculation (ωB97M-V with the def2-TZVPD basis set) on 7 unconnected molecules or ions with the total composition C11H36N6O11 at a distorted geometry.

Output
Kohn-Sham gap = 0.366 hartree
Charge = 0
Highest occupied orbital energy = -9.79 eV
SMILES string = NC(N)=O.NC(N)=O.NC(N)=O.OCCO.OCCO.OCCO.OCCO
LUMO level = 0.006 Ha
DFT total energy = -1596.75976 hartree

Last column: natural (NBO) charge in e.
CARTESIAN COORDINATES (ANGSTROEM)
C -27.04577 -13.44562 -12.43113  0.7421
O -27.63309 -12.58687 -13.09038  -0.6833
N -27.70970 -14.35113 -11.72818  -0.8258
N -25.82141 -13.46578 -12.17310  -0.7999
H -27.20268 -14.73601 -10.94402  0.3768
H -28.69964 -14.20966 -11.58641  0.4027
H -25.35580 -14.35152 -12.03610  0.3885
H -25.33024 -12.89077 -12.84259  0.3989
C -27.79228 -6.85604 -9.87672  0.7451
O -27.39661 -5.81890 -9.46041  -0.6515
N -28.04926 -7.95402 -9.27609  -0.8081
N -28.09867 -6.98364 -11.15610  -0.8452
H -27.78929 -8.18134 -8.32696  0.4053
H -28.12471 -8.71162 -9.93975  0.3778
H -28.00280 -6.19631 -11.78141  0.4014
H -28.48293 -7.80962 -11.59222  0.3751
C -19.08274 -16.81414 -13.22555  0.7587
O -20.15566 -17.37711 -13.43117  -0.6711
N -18.76561 -15.53854 -13.14289  -0.8546
N -17.94988 -17.48392 -13.35592  -0.8376
H -17.85006 -15.12993 -13.02079  0.4052
H -19.62257 -15.06484 -13.39058  0.4096
H -18.11625 -18.41251 -13.71669  0.4127
H -17.13204 -16.89744 -13.44121  0.3770
C -23.22557 -17.76744 -5.34947  -0.1039
C -23.67864 -16.78497 -6.36006  -0.0960
O -25.17906 -16.69489 -6.46270  -0.7259
O -23.30713 -17.16826 -4.11631  -0.7016
H -22.21033 -18.13381 -5.50162  0.1915
H -23.84636 -18.65958 -5.43186  0.1675
H -23.34706 -17.02632 -7.36996  0.1863
H -23.21260 -15.83319 -6.10507  0.1778
H -25.53656 -16.63931 -5.57348  0.4488
H -24.22860 -16.99481 -3.91037  0.4555
C -31.43188 -22.08339 -9.47781  -0.1029
C -30.16386 -21.30710 -10.01146  -0.0881
O -29.01728 -22.22470 -10.25675  -0.7236
O -32.34216 -21.32223 -8.67461  -0.7182
H -31.19259 -23.00700 -8.95077  0.1757
H -31.73750 -22.65627 -10.35332  0.1652
H -29.88125 -20.51556 -9.31741  0.1784
H -30.41575 -20.76702 -10.92413  0.1662
H -28.98538 -22.37435 -11.20448  0.4680
H -32.38936 -21.69941 -7.79307  0.4791
C -32.17336 -13.27289 -18.35343  -0.0861
C -32.39578 -13.35962 -19.93963  -0.0813
O -32.96342 -12.17183 -20.37756  -0.6963
O -33.33371 -13.74018 -17.70390  -0.7133
H -31.94743 -12.22849 -18.13830  0.1468
H -31.37280 -13.88797 -17.94250  0.1694
H -33.11474 -14.07773 -20.33400  0.1936
H -31.44110 -13.64692 -20.38024  0.1475
H -32.50712 -11.48490 -19.88610  0.4532
H -33.48725 -13.13205 -16.97713  0.4666
C -23.14604 -8.63364 -17.53225  -0.1064
C -22.27181 -7.57570 -18.22077  -0.0932
O -21.65859 -8.05929 -19.46940  -0.7419
O -22.50430 -9.75057 -16.92925  -0.7322
H -23.92505 -8.97851 -18.21219  0.1738
H -23.86262 -8.28668 -16.78778  0.1820
H -21.55380 -7.00914 -17.62784  0.1813
H -22.97548 -6.85173 -18.63163  0.1898
H -20.89057 -8.62572 -19.36502  0.4720
H -22.72127 -10.56385 -17.39088  0.4746

---

Record 3
ORCA calculation (ωB97M-V with the def2-TZVPD basis set) on 7 unconnected molecules or ions with the total composition C11H36N8O7 at a distorted geometry.

Output
Kohn-Sham gap = 0.379 hartree
Charge = 0
Highest occupied orbital energy = -9.74 eV
SMILES string = NC(N)=O.NC(N)=O.NC(N)=O.NC(N)=O.CC(C)O.CCO.CCO
LUMO level = 0.021 Ha
DFT total energy = -1405.60186 hartree

Last column: natural (NBO) charge in e.
CARTESIAN COORDINATES (ANGSTROEM)
C -2.44436 -2.48698 4.02066  -0.6341
C -1.82531 -2.71347 2.59347  0.0948
C -2.67678 -3.68121 1.81030  -0.6300
O -1.80077 -1.44806 1.91946  -0.7999
H -1.65385 -2.18073 4.69502  0.2094
H -2.86560 -3.42089 4.41251  0.2047
H -3.26694 -1.74922 3.91317  0.2125
H -0.78673 -2.99513 2.68142  0.1782
H -3.66137 -3.33125 1.60963  0.2152
H -2.84825 -4.59109 2.34470  0.2081
H -2.19196 -4.05715 0.89321  0.2123
H -0.88090 -1.07761 2.08149  0.5040
C -2.27705 3.15554 0.81127  -0.6302
C -1.69652 1.83778 1.34570  -0.0702
O -2.38508 1.36368 2.53579  -0.7713
H -2.12779 4.07506 1.39045  0.2066
H -3.35412 3.02849 0.76508  0.2198
H -1.87978 3.22784 -0.18877  0.2083
H -0.58552 1.91601 1.57713  0.1595
H -1.78921 1.07514 0.57374  0.1838
H -2.71296 0.47709 2.39735  0.4988
C 4.18742 -2.70956 -2.34883  -0.6503
C 4.17063 -2.16849 -0.92112  -0.0530
O 3.86295 -0.79268 -0.93407  -0.7775
H 4.15107 -3.82392 -2.38196  0.2090
H 4.95583 -2.29122 -2.99452  0.2230
H 3.34045 -2.30260 -2.87597  0.2084
H 5.15272 -2.29215 -0.45697  0.1540
H 3.46116 -2.70110 -0.28500  0.1689
H 4.35076 -0.32657 -1.64534  0.4979
C -0.05240 0.15082 -1.62496  0.8009
O -0.11127 0.95155 -2.55206  -0.7519
N -1.22354 -0.58670 -1.36722  -0.8590
N 1.00247 -0.16696 -0.82424  -0.8345
H -1.21164 -1.00125 -0.47865  0.3749
H -2.13756 -0.10910 -1.54333  0.4333
H 1.87772 0.15889 -1.18164  0.4265
H 0.95524 -1.00593 -0.23498  0.4153
C -3.13007 2.61842 -2.50157  0.7974
O -3.34667 1.55154 -1.95433  -0.6757
N -1.95905 3.03601 -3.14534  -0.8693
N -4.20284 3.48352 -2.72581  -0.8494
H -1.18385 2.45262 -2.82818  0.4349
H -1.78915 3.97372 -3.41962  0.3897
H -5.02658 2.90727 -2.62778  0.3907
H -4.18645 3.97556 -3.59657  0.3745
C 1.12992 -0.16296 3.46687  0.7977
O 0.89902 -0.93673 2.57655  -0.6918
N 2.43266 -0.06242 3.98417  -0.8619
N 0.22287 0.71046 3.99769  -0.8538
H 2.74423 0.82556 4.34376  0.3863
H 3.10359 -0.57632 3.35073  0.4089
H -0.72161 0.72135 3.61462  0.4385
H 0.45485 1.21927 4.82957  0.3949
C 3.39657 0.91104 -3.39509  0.7862
O 4.48865 0.37793 -3.34674  -0.7001
N 3.06417 1.88562 -2.48253  -0.8775
N 2.43553 0.66152 -4.31170  -0.8391
H 2.10591 2.22399 -2.33547  0.4206
H 3.88084 2.11096 -1.86021  0.4127
H 2.69802 -0.09529 -4.95517  0.3959
H 1.46826 0.78050 -4.20979  0.4237